# 1
C50H64AsBiBrGeN6O5Si2 | the ωB97M-V functional and the def2-TZVPD basis

Geometry as ORCA input:
```
! RIJCOSX wB97M-V def2-TZVPD def2/J DEFGRID3
* xyz -1 1
Bi 0.2706 0.4860 -0.4248
N -0.7473 -3.0503 1.2689
C -0.5070 -3.4545 2.6378
C 0.0372 -2.3397 3.5516
N 1.0441 -1.5475 2.8715
C 2.3821 -2.1053 2.8600
C 2.7626 -2.7700 1.5280
N 2.5268 -1.8521 0.4044
H 0.1188 -2.6747 0.8896
H -1.4368 -2.3059 1.2040
H -1.4354 -3.8418 3.0681
H 0.2064 -4.2843 2.6107
H -0.7881 -1.6817 3.8302
H 0.4237 -2.7952 4.4788
H 1.0364 -0.5858 3.1729
H 3.1013 -1.3007 3.0315
H 2.4954 -2.8452 3.6657
H 3.8202 -3.0530 1.6172
H 2.1871 -3.6872 1.3658
H 2.7059 -0.9055 0.7335
H 3.1758 -2.0553 -0.3448
O -0.6124 2.5227 1.2508
C -1.2892 3.5102 0.5281
C -1.9458 2.9893 -0.7322
C -3.1228 3.5805 -1.1795
C -3.7184 3.1194 -2.3348
C -3.1094 2.0940 -3.0420
C -1.9371 1.5664 -2.5475
N -1.3643 2.0045 -1.4203
H 0.3651 2.7290 1.3278
H -0.6087 4.3245 0.2464
H -2.0773 3.9445 1.1527
H -3.5740 4.3717 -0.5961
H -4.6509 3.5498 -2.6762
H -3.5433 1.6890 -3.9451
H -1.4216 0.7626 -3.0572
N 5.5190 5.6658 -2.3747
C 4.6955 4.8893 -2.1673
C 3.6781 3.9199 -1.9150
C 2.3305 4.2668 -1.9797
C 1.3615 3.3156 -1.7109
C 1.6881 2.0041 -1.3742
C 3.0457 1.6681 -1.3717
C 4.0331 2.6005 -1.6250
H 2.0510 5.2812 -2.2351
H 0.3212 3.6038 -1.7871
H 3.3367 0.6434 -1.1640
H 5.0804 2.3268 -1.5926
Br 5.2909 4.4273 5.7572
C 5.1666 3.2266 4.2890
C 6.2434 2.4114 3.9781
N 6.2097 1.5592 2.9611
C 5.0914 1.4756 2.2466
C 3.9618 2.2443 2.4960
C 4.0067 3.1543 3.5427
C 2.6642 2.0444 1.7324
O 1.9238 3.0436 1.6112
O 2.4514 0.8735 1.3292
H 7.1531 2.4447 4.5663
H 5.0945 0.7596 1.4326
H 3.1429 3.7710 3.7498
O -4.2016 0.6198 0.1019
C -3.1139 0.1046 0.4259
O -2.2647 -0.3886 -0.3708
C -2.8455 0.0791 1.9320
C -3.8010 -0.9105 2.6098
Ge -5.7001 -0.7592 2.0219
C -6.2059 -1.4796 0.2579
C -5.3488 -2.3526 -0.4073
C -5.6641 -2.8411 -1.6653
C -6.8482 -2.4576 -2.2808
C -7.7224 -1.6072 -1.6201
C -7.4038 -1.1282 -0.3553
C -6.6213 -2.0632 3.2465
C -7.3760 -3.1041 2.7029
C -8.0138 -4.0399 3.5059
C -7.9214 -3.9491 4.8869
C -7.1744 -2.9256 5.4512
C -6.5281 -2.0058 4.6376
C -6.4831 1.0088 2.4314
C -6.9037 1.8560 1.4086
C -7.5106 3.0709 1.6946
C -7.6904 3.4670 3.0124
C -7.2450 2.6494 4.0410
C -6.6506 1.4298 3.7484
H -3.0549 1.0919 2.2825
H -1.8002 -0.1558 2.1400
H -3.7787 -0.7666 3.6933
H -3.4987 -1.9446 2.4130
H -4.4079 -2.6342 0.0534
H -4.9778 -3.5114 -2.1689
H -7.0891 -2.8232 -3.2718
H -8.6527 -1.3129 -2.0917
H -8.0981 -0.4722 0.1596
H -7.4611 -3.1861 1.6260
H -8.5827 -4.8426 3.0518
H -8.4228 -4.6724 5.5183
H -7.0924 -2.8462 6.5290
H -5.9292 -1.2319 5.1055
H -6.7306 1.5567 0.3811
H -7.8466 3.7131 0.8889
H -8.1736 4.4095 3.2388
H -7.3630 2.9594 5.0723
H -6.3164 0.7993 4.5626
C 1.9353 1.7259 -4.6630
Si 1.3076 -0.0615 -4.5732
C 2.7667 -1.1264 -5.1933
C 0.0664 -0.1099 -6.0231
As 0.7465 -1.0957 -2.4863
Si -1.0936 -2.3428 -3.3519
C -0.2547 -3.4786 -4.6453
C -1.9381 -3.5451 -2.1735
C -2.5308 -1.4479 -4.2177
H 2.1680 1.9838 -5.6986
H 2.8407 1.8581 -4.0739
H 1.1987 2.4410 -4.2966
H 3.0604 -0.8985 -6.2200
H 2.4881 -2.1818 -5.1389
H 3.6387 -0.9837 -4.5504
H 0.5629 0.2037 -6.9432
H -0.7861 0.5543 -5.8635
H -0.3190 -1.1182 -6.1781
H 0.6477 -3.9015 -4.1970
H 0.0534 -2.9314 -5.5378
H -0.9000 -4.3011 -4.9584
H -1.2167 -4.0793 -1.5607
H -2.5359 -4.2704 -2.7325
H -2.5941 -3.0031 -1.4926
H -2.2022 -0.7045 -4.9456
H -3.1527 -0.9499 -3.4691
H -3.1544 -2.1770 -4.7401
*
```

Energy relative to the best compared isomer or geometry (same formula, charge and spin), kJ/mol: 67.2

# 2
C50H64B2Cl2FIN10O7S2 | the ωB97M-V functional and the def2-TZVPD basis

Geometry as ORCA input:
```
! RIJCOSX wB97M-V def2-TZVPD def2/J DEFGRID3
* xyz 0 1
C -2.2423 -6.0273 -1.5093
C -1.9491 -5.7339 -3.1225
C -0.8353 -4.5159 -3.2067
I 0.2044 -4.4360 -5.1814
C -1.3735 -3.0543 -2.7011
C -0.5421 -2.3880 -1.4103
F 0.5879 -3.0479 -0.7128
C -1.0280 -0.9225 -0.8628
C -2.3035 -0.0630 -1.5156
C -3.0981 -0.6789 -2.7869
B -4.3302 0.1657 -3.4733
C -3.9612 1.0700 -4.8267
O -5.7241 0.2491 -2.9949
C -2.5977 -2.1724 -3.3526
B -3.4461 -2.7480 -4.6682
C -5.0087 -3.2782 -4.6234
O -2.7720 -2.8157 -5.9995
C -2.6246 1.3795 -0.7265
O -3.8636 1.4901 -0.2751
C -1.3058 2.2751 -0.4508
C -1.1800 3.8634 -0.7469
C -2.2825 4.8411 -1.3732
Cl -4.0251 4.3971 -1.5126
C -2.2543 6.3301 -0.5998
C -2.3981 6.2278 1.0251
Cl -3.7345 7.3414 -1.1799
C 0.3069 4.5487 -0.3978
C 1.6098 3.7321 0.1661
C 3.0755 4.4794 0.4824
C 3.4212 5.7321 -0.4817
C 4.6036 5.5852 -1.5757
S 5.5391 3.9978 -1.6797
C 4.6066 2.7358 -2.6974
S 3.6324 3.3160 -3.9921
N 4.7825 1.2787 -2.3369
C 4.0758 0.3938 -3.3701
C 4.3013 -1.1673 -2.8225
O 4.9227 -1.1488 -1.4731
C 6.3108 -0.6831 -1.6891
C 6.2284 0.8340 -2.3611
C 1.4844 2.0865 0.4440
C 2.7091 1.1342 0.9664
C 3.2090 1.4180 2.5088
O 2.3338 1.7865 3.4470
O 4.6859 1.2749 2.7350
C 0.0150 1.4345 0.1435
C -0.2096 -0.2044 0.4098
O 0.1665 -0.8405 1.5203
H -1.7834 -5.1506 -0.8441
H -1.7187 -7.0176 -1.1451
H -3.4022 -6.1745 -1.2929
H -1.3730 -6.7098 -3.5002
H -2.9176 -5.5526 -3.7489
H 0.0371 -4.8668 -2.4699
H -4.6783 2.0029 -4.9566
H -2.8845 1.5156 -4.6285
H -3.9041 0.4117 -5.7949
H -6.1777 0.9456 -3.5781
H -5.1447 -4.3259 -4.1143
H -5.3905 -3.3356 -5.7516
H -5.7113 -2.4733 -4.1042
H -2.1361 -2.0231 -5.9832
H -1.9035 5.1177 -2.4753
H -1.3036 6.9644 -0.9363
H -1.8718 5.3190 1.5335
H -1.9112 7.2260 1.4626
H -3.5406 6.2483 1.3695
H 0.4383 5.6987 -0.5818
H 2.9251 4.9238 1.5820
H 3.8794 3.6433 0.5976
H 2.4839 6.1620 -1.0853
H 3.7230 6.6432 0.2311
H 4.1660 5.8250 -2.6602
H 5.3994 6.4514 -1.3763
H 4.6167 0.4583 -4.4157
H 2.9201 0.5612 -3.4247
H 3.2878 -1.7466 -2.7091
H 5.0476 -1.7329 -3.5319
H 6.8373 -0.5887 -0.6373
H 6.9285 -1.3498 -2.4283
H 6.9655 1.4990 -1.7406
H 6.5792 0.8542 -3.4935
H 2.5383 -0.0324 0.7962
H 3.6499 1.3914 0.2759
H 5.0906 1.7350 1.9262
C 0.5522 4.1985 5.6393
C 0.2428 5.3821 4.8197
N -0.0017 6.3172 4.1722
H 0.1267 4.2805 6.6451
H 0.1528 3.2817 5.1929
H 1.6321 4.0579 5.7553
C 0.4969 7.9472 8.4682
C 0.3032 6.4894 8.5435
N 0.1502 5.3377 8.6031
H 0.4414 8.3099 7.4362
H -0.2641 8.4866 9.0420
H 1.4731 8.2466 8.8641
C -2.5051 -8.3479 1.8982
C -1.5846 -8.5702 0.7705
N -0.8573 -8.7459 -0.1204
H -3.5406 -8.5798 1.6269
H -2.2485 -8.9739 2.7593
H -2.4850 -7.3068 2.2376
C 7.9501 -4.1506 0.2039
C 8.9963 -3.9619 -0.8150
N 9.8229 -3.8129 -1.6200
H 7.1232 -4.7616 -0.1736
H 8.3403 -4.6505 1.0967
H 7.5243 -3.1951 0.5282
C -6.4115 0.6850 1.9364
C -7.4945 1.2543 2.7556
N -8.3502 1.7041 3.4029
H -5.7207 1.4587 1.5848
H -5.8201 -0.0454 2.4986
H -6.8011 0.1725 1.0503
C 5.5695 3.0160 6.0978
C 5.2601 4.1996 5.2782
N 5.0156 5.1347 4.6307
H 5.1440 3.0979 7.1037
H 5.1701 2.0992 5.6514
H 6.6494 2.8754 6.2139
C -5.2184 -11.6028 2.4640
C -5.5278 -10.4192 1.6444
N -5.7723 -9.4841 0.9969
H -5.6438 -11.5208 3.4698
H -5.6178 -12.5196 2.0176
H -4.1385 -11.7433 2.5800
C -6.8385 6.7289 -2.4231
C -7.7696 5.8467 -3.1463
N -8.5053 5.1497 -3.7177
H -6.7878 7.7238 -2.8782
H -7.1394 6.8657 -1.3790
H -5.8208 6.3242 -2.4161
C 2.0920 -10.1938 0.8169
C 2.4445 -10.7565 2.1312
N 2.7229 -11.2011 3.1696
H 1.0134 -10.0278 0.7240
H 2.5836 -9.2306 0.6443
H 2.3884 -10.8594 -0.0008
*
```

SMILES: CC[C@@H](I)c1c(F)c2c(c(B(C)O)c1B(C)O)C(=O)c1c([C@@H](Cl)[C@H](C)Cl)cc(CCCSC(=S)N3CCOCC3)c(CC(=O)O)c1C2=O.CC#N.CC#N.CC#N.CC#N.CC#N.CC#N.CC#N.CC#N.CC#N

Q: Which largest force on an atom values were calculated for the entries above? A: 1.4; 8.9, in eV/A.
Q: Which DFT total energy values were calculated for the entries above? A: -281064.373; -140980.740, in eV.
Q: Which E_HOMO values were calculated for the entries above? A: -0.205; -0.330, in Ha.